No. 1
Formula: C29H29N3O5
Source: OMol25
Level of theory: ωB97M-V/def2-TZVPD

Frontier orbital gap: 7.41 eV
DFT total energy: -1662.952972 Eh
SMILES string: COc1ccc(-c2cc(-c3nnc(COC(=O)C[C@@H]4C[C@@H]5CC[C@H]4C5)o3)c3ccccc3n2)cc1OC

Geometry as ORCA input:
```
! wB97M-V def2-TZVPD RIJCOSX def2/J DEFGRID3
* xyz 0 1
C -8.142 -2.331 1.268
O -7.569 -1.080 0.980
C -6.281 -1.040 0.551
C -5.466 -2.144 0.360
C -4.158 -1.998 -0.076
C -3.640 -0.737 -0.334
C -2.273 -0.527 -0.813
C -1.278 -1.523 -0.681
C -0.008 -1.295 -1.161
C 0.975 -2.334 -0.938
N 0.716 -3.568 -0.619
N 1.889 -4.195 -0.444
C 2.817 -3.323 -0.660
C 4.292 -3.508 -0.591
O 4.943 -2.277 -0.316
C 4.590 -1.676 0.839
O 3.833 -2.176 1.625
C 5.234 -0.323 0.963
C 4.323 0.747 0.340
C 4.861 2.179 0.560
C 3.671 2.906 1.195
C 3.500 2.391 2.630
C 2.913 0.980 2.427
C 2.892 0.831 0.903
C 2.494 2.246 0.478
O 2.312 -2.120 -0.992
C 0.280 -0.064 -1.816
C 1.501 0.266 -2.431
C 1.679 1.491 -3.018
C 0.648 2.442 -3.018
C -0.558 2.147 -2.449
C -0.781 0.887 -1.851
N -2.002 0.643 -1.352
C -4.464 0.382 -0.156
C -5.765 0.251 0.282
O -6.630 1.281 0.487
C -6.179 2.586 0.219
H -7.605 -2.846 2.071
H -8.173 -2.974 0.382
H -9.159 -2.119 1.593
H -5.842 -3.137 0.548
H -3.564 -2.884 -0.232
H -1.477 -2.452 -0.175
H 4.510 -4.252 0.182
H 4.688 -3.843 -1.554
H 5.406 -0.110 2.017
H 6.185 -0.331 0.430
H 4.254 0.533 -0.732
H 5.736 2.192 1.210
H 5.140 2.643 -0.386
H 3.735 3.991 1.124
H 4.449 2.374 3.165
H 2.814 3.027 3.189
H 3.483 0.197 2.919
H 1.892 0.925 2.807
H 2.245 0.028 0.558
H 2.509 2.395 -0.600
H 1.525 2.548 0.869
H 2.305 -0.453 -2.447
H 2.621 1.729 -3.491
H 0.814 3.404 -3.480
H -1.375 2.851 -2.452
H -4.038 1.346 -0.374
H -5.335 2.859 0.860
H -5.890 2.704 -0.830
H -7.024 3.238 0.437
*
```

No. 2
Formula: C17H13ClFN3O4STi
Source: OMol25
Level of theory: ωB97M-V/def2-TZVPD

Frontier orbital gap: 7.10 eV
DFT total energy: -2927.810522 Eh

Geometry as ORCA input:
```
! wB97M-V def2-TZVPD RIJCOSX def2/J DEFGRID3
* xyz 2 1
Ti -0.476 -0.261 0.567
N -2.045 3.596 0.155
C -2.402 3.560 1.503
C -2.995 4.526 2.302
C -3.224 4.171 3.616
C -2.874 2.902 4.097
C -2.283 1.949 3.290
C -2.040 2.295 1.961
N -1.468 1.583 0.876
C -1.512 2.425 -0.165
C -1.004 1.978 -1.444
C -0.968 2.563 -2.665
S -0.259 1.494 -3.789
C -0.053 0.335 -2.581
N -0.480 0.702 -1.391
H -2.171 4.381 -0.466
H -3.264 5.501 1.920
H -3.683 4.884 4.286
H -3.073 2.660 5.132
H -2.037 0.983 3.706
H -1.312 3.541 -2.963
H 0.401 -0.622 -2.787
O -0.553 -2.172 -0.345
Cl 0.934 -2.315 -0.528
O 1.252 -2.413 -1.892
O 1.455 -3.336 0.273
O 1.364 -0.955 0.005
F -2.670 -4.761 2.288
C -1.977 -3.646 2.384
C -2.597 -2.450 2.074
C -1.857 -1.281 2.191
C -0.497 -1.302 2.601
C 0.296 -0.087 2.476
C 0.094 -2.559 2.852
C -0.642 -3.717 2.779
H -3.635 -2.449 1.770
H -2.362 -0.329 2.003
H 1.369 -0.202 2.588
H -0.084 0.826 2.925
H 1.138 -2.604 3.132
H -0.203 -4.681 3.002
*
```

No. 3
Formula: C10H8O2
Source: OMol25
Level of theory: ωB97M-V/def2-TZVPD

Frontier orbital gap: 7.48 eV
DFT total energy: -536.246080 Eh
SMILES string: O[C@@]12O[C@@H]1C=C1C=CC=CC=C12

Geometry as ORCA input:
```
! wB97M-V def2-TZVPD RIJCOSX def2/J DEFGRID3
* xyz 0 1
O -2.805 -1.588 0.471
C -2.185 -0.474 -0.030
O -2.805 0.208 -1.077
C -2.620 0.938 0.141
C -1.391 1.745 0.165
C -0.301 0.952 0.000
C 1.049 1.427 -0.057
C 2.194 0.718 -0.158
C 2.382 -0.698 -0.244
C 1.463 -1.690 -0.233
C 0.040 -1.583 -0.147
C -0.697 -0.460 -0.079
H -3.714 -1.606 0.147
H -3.533 1.238 0.635
H -1.389 2.811 0.288
H 1.134 2.505 -0.003
H 3.115 1.288 -0.182
H 3.419 -1.001 -0.327
H 1.834 -2.705 -0.311
H -0.507 -2.517 -0.155
*
```

No. 4
Formula: C4H10N2O2
Source: OMol25
Level of theory: ωB97M-V/def2-TZVPD

Frontier orbital gap: 10.08 eV
DFT total energy: -418.421763 Eh
SMILES string: CC(N)=O.CC(N)=O

Geometry as ORCA input:
```
! wB97M-V def2-TZVPD RIJCOSX def2/J DEFGRID3
* xyz 0 1
C 0.481 0.778 1.949
C -0.096 -0.621 1.750
N -0.270 -1.345 2.881
O -0.371 -1.062 0.657
H 0.797 1.100 0.968
H 1.236 0.765 2.744
H -0.258 1.454 2.381
H -0.643 -2.281 2.968
H -0.132 -0.986 3.815
C 0.895 0.186 -1.901
C -0.166 0.600 -2.854
N -1.436 0.130 -2.362
O -0.138 1.117 -3.942
H 1.840 -0.047 -2.419
H 0.876 -0.796 -1.414
H 1.047 0.911 -1.108
H -2.345 0.417 -2.651
H -1.317 -0.321 -1.463
*
```

No. 5
Formula: C27H31BN6OS2Zr
Source: OMol25
Level of theory: ωB97M-V/def2-TZVPD

Frontier orbital gap: 7.27 eV
DFT total energy: -2319.796910 Eh

Geometry as ORCA input:
```
! wB97M-V def2-TZVPD RIJCOSX def2/J DEFGRID3
* xyz 0 1
Zr -0.299 0.392 0.976
C 0.360 3.899 -1.655
C -0.434 2.864 -1.170
N 0.143 2.311 -0.101
N 1.324 2.950 0.098
C 1.465 3.910 -0.822
B 2.161 2.661 1.383
N 2.705 1.210 1.391
C 3.973 0.790 1.475
C 3.980 -0.587 1.599
C 2.636 -0.950 1.563
N 1.874 0.137 1.451
N 1.182 2.767 2.554
C 1.075 3.722 3.486
C -0.030 3.443 4.265
C -0.568 2.284 3.708
N 0.166 1.877 2.675
H 0.168 4.543 -2.498
H -1.395 2.508 -1.508
H 2.332 4.553 -0.825
H 3.061 3.444 1.483
H 4.791 1.493 1.463
H 4.836 -1.234 1.694
H 2.181 -1.926 1.623
H 1.802 4.518 3.547
H -0.401 4.006 5.106
H -1.434 1.723 4.014
S -2.661 1.199 1.309
C -3.384 -0.247 2.048
C -4.780 -0.320 2.072
C -5.439 -1.404 2.624
C -4.702 -2.449 3.167
C -3.321 -2.387 3.159
C -2.640 -1.295 2.613
S -0.864 -1.315 2.711
H -5.340 0.502 1.642
H -6.521 -1.431 2.628
H -5.200 -3.310 3.596
H -2.735 -3.192 3.586
C 3.637 -1.171 -1.770
C 2.512 -0.173 -2.063
C 3.019 0.901 -3.030
C 1.315 -0.919 -2.619
C 1.458 -1.476 -3.884
C 0.473 -2.258 -4.443
C -0.669 -2.511 -3.708
C -0.880 -1.980 -2.441
C -2.186 -2.398 -1.775
C -1.964 -3.153 -0.462
C -3.175 -1.240 -1.642
C 0.121 -1.133 -1.891
O -0.026 -0.551 -0.652
H 4.533 -0.656 -1.411
H 3.899 -1.717 -2.680
H 3.332 -1.898 -1.017
H 2.217 0.301 -1.136
H 3.525 0.445 -3.885
H 3.738 1.556 -2.531
H 2.199 1.513 -3.405
H 2.377 -1.305 -4.433
H 0.600 -2.683 -5.431
H -1.439 -3.150 -4.126
H -2.646 -3.109 -2.465
H -1.496 -2.531 0.290
H -1.327 -4.025 -0.627
H -2.920 -3.498 -0.059
H -2.792 -0.456 -1.006
H -4.117 -1.584 -1.209
H -3.385 -0.800 -2.620
*
```

No. 6
Formula: C10H13N2SeZn
Source: OMol25
Level of theory: ωB97M-V/def2-TZVPD

Frontier orbital gap: 8.55 eV
DFT total energy: -4678.899015 Eh

Geometry as ORCA input:
```
! wB97M-V def2-TZVPD RIJCOSX def2/J DEFGRID3
* xyz 1 1
Zn -2.376 -0.302 -0.409
C -2.004 -0.863 -2.337
C -2.051 0.594 -2.328
C -0.762 1.053 -2.007
C 0.078 -0.062 -1.817
C -0.662 -1.229 -2.027
H -2.739 -1.485 -2.825
H -2.876 1.174 -2.716
H -0.467 2.090 -1.933
H 1.127 -0.021 -1.562
H -0.291 -2.242 -1.981
C 0.691 -2.408 1.571
N 0.994 -0.982 1.426
C 2.250 -0.443 1.249
C 2.096 0.896 1.159
N 0.748 1.156 1.285
C 0.129 2.482 1.247
C 0.089 0.003 1.450
Se -1.741 -0.188 1.820
H 1.619 -2.962 1.472
H -0.005 -2.713 0.795
H 0.252 -2.597 2.547
H 3.134 -1.054 1.201
H 2.820 1.678 1.019
H 0.910 3.215 1.070
H -0.364 2.688 2.192
H -0.600 2.519 0.441
*
```